ORCA calculation (ωB97M-V/def2-TZVPD) on the molecule C2H4P4 in a non-equilibrium geometry.

Calculated values
SMILES: C=P#[PH]C1=PP1
E_HOMO: -8.47 eV
F_max: 2.90 eV/A
Molecular weight: 152.0 g/mol

Geometry as XYZ:
```
10
Properties=species:S:1:pos:R:3:forces:R:3:nbo_charge:R:1
C -1.13272 1.88967 -0.18170 0.1 1.2 -2.7 -0.854
C 0.12147 -0.90299 0.30373 2.1 -1.0 -1.1 -1.094
P -1.61446 -0.90146 0.26004 -1.6 -2.1 -0.2 0.333
P 1.35871 -1.54569 -0.63069 -0.8 -0.5 -0.4 0.454
P -1.32596 0.61479 -1.25605 0.1 1.3 -0.1 0.479
P 1.60806 0.06140 0.74232 -0.2 1.1 0.2 0.309
H -0.87758 2.93090 -0.57273 -0.3 -1.6 0.6 0.238
H -1.35383 1.81511 0.83804 -0.1 0.0 1.5 0.206
H -1.78353 -2.17467 -0.64521 0.3 1.9 1.1 -0.011
H 2.02281 -0.80435 1.72918 0.4 -0.2 1.1 -0.061
```
Positions in Å, forces in eV/Å.

ORCA calculation (ωB97M-V/def2-TZVPD) on the molecule C2H4P4 in a non-equilibrium geometry.

Calculated values
SMILES: C=P#[PH]C1=PP1
E_HOMO: -8.42 eV
F_max: 2.61 eV/A
Molecular weight: 152.0 g/mol

Geometry as XYZ:
```
10
Properties=species:S:1:pos:R:3:forces:R:3:nbo_charge:R:1
C 1.76240 -1.39453 -0.21770 0.2 2.6 -0.4 -0.799
C -0.91936 0.43539 0.17345 -0.3 -0.6 0.1 -1.071
P 0.52892 1.35757 0.61362 0.7 0.0 -0.7 0.353
P -2.64809 0.53698 -0.38419 -0.6 1.1 -0.4 0.288
P 2.27295 0.24307 -0.24067 -0.2 -2.3 0.7 0.419
P -1.49205 -1.11858 0.45910 -0.1 0.7 0.5 0.458
H 2.38956 -2.26065 -0.36780 0.1 0.1 -0.2 0.229
H 0.68589 -1.51148 -0.24160 0.1 -0.6 0.4 0.188
H 0.77763 2.32329 -0.42438 -0.8 -0.1 0.3 -0.007
H -3.35785 1.38895 0.63017 0.8 -1.0 -0.2 -0.056
```
Positions in Å, forces in eV/Å.

ORCA calculation (ωB97M-V/def2-TZVPD) on a structure of composition C2H4S2 in a non-equilibrium geometry.

Calculated values
E_HOMO: -8.50 eV
F_max: 5.41 eV/A
Molecular weight: 92.2 g/mol

Geometry as XYZ:
```
8
Properties=species:S:1:pos:R:3:forces:R:3:nbo_charge:R:1
C -0.60366 -0.22026 -0.07237 0.1 -3.8 -0.3 -0.274
C 0.92913 -0.39844 -0.16046 -1.4 0.7 0.3 -0.669
S -1.82533 -1.45931 -0.38825 2.5 1.0 0.0 -0.114
S -1.61228 0.99364 0.28124 0.2 5.0 2.0 0.299
H -0.81332 2.41419 0.99799 -1.0 -2.8 -1.5 0.026
H 1.51267 0.09350 0.61966 -0.4 0.4 0.0 0.238
H 1.19158 0.00021 -1.12525 0.3 0.3 -0.4 0.249
H 1.22122 -1.42352 -0.15256 -0.3 -0.9 0.0 0.246
```
Positions in Å, forces in eV/Å.